P:
Computed, not measured: C4H11N2 as an isolated structure, with ωB97M-V with the def2-TZVPD basis set.

The geometry in XYZ format:
```
17
Properties=species:S:1:pos:R:3:nbo_charge:R:1
C -0.955 -1.785 1.337 -0.1432
C -0.206 -0.982 -0.255 0.1492
C -0.363 -2.190 2.419 -0.4100
C 0.643 -0.086 -2.334 -0.4257
N 0.099 0.051 -1.024 -0.4978
N 0.065 1.972 0.624 -0.9807
H -1.988 -1.940 0.956 0.2374
H 0.123 -1.981 -0.649 0.1780
H 0.268 1.195 -0.339 0.4410
H 0.571 -1.894 2.807 0.2294
H -0.843 -2.886 3.153 0.2570
H 1.454 0.614 -2.289 0.2150
H 1.085 -1.067 -2.577 0.2223
H -0.183 0.302 -2.995 0.2403
H 1.035 2.145 0.908 0.4228
H -0.531 1.446 1.282 0.4328
H -0.321 2.912 0.374 0.4320
```

Results
**M**: 87.15 g/mol
**LUMO energy**: -3.3403 eV
**HOMO**: -14.2419 eV
**Gap between HOMO and LUMO**: 0.4006 hartree
**Net charge**: +1

=====

Q:
Computed, not measured: an isolated ion of composition C4H11N2 and charge +1, with ωB97M-V with the def2-TZVPD basis set.

The geometry in XYZ format:
```
17
Properties=species:S:1:pos:R:3:nbo_charge:R:1
C -0.623 -0.049 1.752 -0.6353
C 0.085 0.231 0.465 -0.0499
N 1.319 -0.507 0.045 -0.5334
C 0.869 -0.521 -1.407 -0.1963
C -0.562 -0.155 -0.855 -0.0774
N -1.100 1.128 -1.451 -0.8001
H -0.930 -1.154 1.959 0.2432
H -1.398 0.677 1.910 0.2602
H 0.244 0.214 2.496 0.2287
H 0.235 1.349 0.407 0.2398
H 1.494 -1.492 0.517 0.4564
H 2.187 0.041 0.249 0.4455
H 1.041 -1.472 -1.703 0.2167
H 1.251 0.263 -2.015 0.2536
H -1.275 -0.930 -0.921 0.2217
H -1.335 1.681 -0.697 0.3499
H -1.936 0.969 -1.946 0.3769
```

Results
**M**: 87.15 g/mol
**LUMO energy**: -3.5381 eV
**HOMO**: -14.0057 eV
**Gap between HOMO and LUMO**: 0.3847 hartree
**Net charge**: +1

=====

Which one is most stable, and which one is least stable? Q is the most stable of them, while P is the least stable.

=====

P:
Computed, not measured: one molecule with the formula C2H2N4O2, with ωB97M-V with the def2-TZVPD basis set.

The geometry in XYZ format:
```
10
Properties=species:S:1:pos:R:3:nbo_charge:R:1
O -2.029 -1.132 0.187 -0.4944
C -1.373 -0.156 0.046 0.9082
O -1.732 1.136 -0.345 -0.6643
N 0.095 -0.067 0.141 -0.2911
C 0.816 1.036 0.290 0.1650
N 2.080 0.684 0.039 -0.2862
N 2.076 -0.643 -0.260 -0.0392
N 0.868 -1.165 -0.090 -0.0381
H -2.616 1.111 -0.275 0.4890
H 0.216 1.912 0.707 0.2511
```

Results
**M**: 114.06 g/mol
**LUMO energy**: 0.0039 eV
**HOMO**: -11.2015 eV
**Gap between HOMO and LUMO**: 0.4118 hartree

=====

Q:
Computed, not measured: one molecule with the formula C2H2N4O2, with ωB97M-V with the def2-TZVPD basis set.

The geometry in XYZ format:
```
10
Properties=species:S:1:pos:R:3:nbo_charge:R:1
H 0.495 1.608 -2.686 0.3884
N 0.835 1.333 -1.745 -0.6379
C 0.039 0.682 -1.079 0.6139
N -1.136 -0.122 -1.207 -0.3220
N -1.076 -1.219 -0.374 0.0310
N -0.459 -1.486 0.836 -0.4088
C 0.311 -0.322 1.044 0.8515
O 0.569 -0.194 2.288 -0.5992
O 0.431 0.651 0.339 -0.4341
H -0.010 -0.931 2.583 0.5172
```

Results
**M**: 114.06 g/mol
**LUMO energy**: -0.5371 eV
**HOMO**: -9.7727 eV
**Gap between HOMO and LUMO**: 0.3394 hartree

=====

R:
Computed, not measured: one molecule with the formula C2H2N4O2, with ωB97M-V with the def2-TZVPD basis set.

The geometry in XYZ format:
```
10
Properties=species:S:1:pos:R:3:nbo_charge:R:1
H -2.538 -0.997 0.139 0.3479
N -2.327 -0.503 1.039 -0.5161
C -1.070 -0.497 0.722 0.5113
N -0.746 -0.598 -0.621 -0.1608
N 0.277 -0.309 -1.222 -0.1129
C 0.983 0.495 -0.310 0.5191
O 2.299 0.904 -0.691 -0.6665
N 0.743 0.860 0.890 -0.1222
O -0.238 0.102 1.569 -0.2966
H 2.617 0.543 -1.514 0.4968
```

Results
**M**: 114.06 g/mol
**LUMO energy**: -1.9270 eV
**HOMO**: -10.1343 eV
**Gap between HOMO and LUMO**: 0.3016 hartree

=====

S:
Computed, not measured: a 2-piece molecular cluster, C2H2N4O2 overall, with ωB97M-V with the def2-TZVPD basis set.

The geometry in XYZ format:
```
10
Properties=species:S:1:pos:R:3:nbo_charge:R:1
N 1.075 -1.737 1.081 -0.8877
C 0.629 -0.590 0.249 0.8063
O 1.323 0.428 -0.048 -0.5747
N -0.859 -0.378 0.096 -0.6431
C -1.586 0.627 0.243 0.9059
O -2.543 1.291 0.445 -0.4790
H 0.366 -2.366 1.772 0.4455
H 2.117 -1.777 1.235 0.4253
N -0.482 1.960 -2.084 -0.0100
N -0.041 2.542 -2.988 0.0114
```

Results
**M**: 114.06 g/mol
**LUMO energy**: 0.2369 eV
**HOMO**: -10.4986 eV
**Gap between HOMO and LUMO**: 0.3945 hartree

=====

Which one is most stable, and which one is least stable? S is the most stable of them, while R is the least stable.

=====

P:
Computed, not measured: one molecule with the formula C2H2N4O2, with ωB97M-V with the def2-TZVPD basis set.

The geometry in XYZ format:
```
10
Properties=species:S:1:pos:R:3:nbo_charge:R:1
H 3.074 -0.170 -0.559 0.3411
N 2.349 -0.961 -0.121 -0.6486
C 1.179 -0.399 0.098 0.6432
N 1.051 0.972 -0.271 -0.5079
N -0.154 1.705 0.123 0.1076
N -1.311 1.050 0.219 -0.2382
C -1.241 -0.330 -0.080 0.8067
O -2.244 -0.987 -0.414 -0.4489
O -0.031 -1.058 0.561 -0.4917
H 1.963 1.545 -0.383 0.4367
```

Results
**M**: 114.06 g/mol
**LUMO energy**: -1.7602 eV
**HOMO**: -10.5354 eV
**Gap between HOMO and LUMO**: 0.3225 hartree

=====

Q:
Computed, not measured: one molecule with the formula C2H2N4O2, with ωB97M-V with the def2-TZVPD basis set.

The geometry in XYZ format:
```
10
Properties=species:S:1:pos:R:3:nbo_charge:R:1
N -1.898 -0.539 0.257 -0.8024
C -0.530 -0.144 -0.012 0.5782
N -0.367 1.285 -0.115 -0.2392
N 0.772 1.727 -0.093 0.2011
O 1.902 1.022 0.329 -0.3148
C 1.728 -0.338 0.053 0.8132
O 2.791 -0.925 -0.065 -0.5298
N 0.512 -0.868 -0.015 -0.5450
H -2.202 -1.480 -0.214 0.4179
H -2.707 0.259 -0.124 0.4209
```

Results
**M**: 114.06 g/mol
**LUMO energy**: -1.1715 eV
**HOMO**: -10.3404 eV
**Gap between HOMO and LUMO**: 0.3370 hartree

=====

Which one is most stable, and which one is least stable? Q is the most stable of them, while P is the least stable.